C23H40N4O9 | ωB97M-V/def2-TZVPD

```
76
Properties=species:S:1:pos:R:3:forces:R:3
N -2.074 -2.021 0.667 -1.4 -2.9 0.9
C -1.650 -1.042 0.320 2.6 4.5 -1.0
C -1.023 0.308 -0.034 -1.0 -0.3 0.1
C -1.734 0.785 -1.337 -1.6 0.1 0.1
C -3.057 1.566 -0.958 1.7 -0.1 0.1
C -2.744 2.950 -0.312 1.0 -0.9 0.1
N -1.379 3.336 -0.112 -0.4 -0.4 -0.3
O -3.616 3.693 0.005 -1.5 0.8 -0.1
C 0.529 0.265 -0.025 1.4 -1.0 -1.1
C 1.193 1.258 -0.971 -2.8 -3.1 3.5
N 1.346 2.132 -1.654 1.2 2.9 -2.6
C 1.125 -1.143 -0.440 0.5 0.8 -0.2
O 0.588 -1.576 -1.687 0.0 -0.5 0.7
C 0.350 -2.977 -1.685 -0.8 0.1 -1.1
O 1.472 -3.692 -1.241 -0.8 0.0 0.1
C 1.133 -4.866 -0.520 0.9 -0.7 1.4
C 2.058 -4.936 0.731 -0.9 -0.5 0.3
O 1.872 -3.809 1.597 0.2 0.2 -0.3
O 1.122 0.567 1.260 0.6 0.4 -1.0
N 0.529 -0.185 2.280 -0.6 -1.2 0.6
O 1.316 -0.817 2.864 -0.1 0.7 0.0
H -1.338 0.964 0.807 0.3 -0.3 -0.5
H -1.168 1.459 -1.996 0.2 -0.6 0.5
H -2.088 -0.114 -1.881 0.6 0.6 0.0
H -3.635 0.962 -0.233 -0.1 0.4 -0.5
H -3.603 1.730 -1.908 -0.1 0.0 0.8
H -1.391 4.350 0.001 0.0 -0.3 0.2
H -1.026 2.950 0.771 0.0 0.2 -0.4
H 0.999 -1.864 0.389 0.0 0.2 -0.5
H 2.205 -0.943 -0.615 -0.5 -0.4 0.5
H -0.574 -3.170 -1.100 0.7 -0.2 0.2
H 0.130 -3.259 -2.741 0.2 0.4 0.5
H 1.306 -5.808 -1.088 -0.1 0.7 -0.1
H 0.096 -4.892 -0.137 0.3 0.4 -0.4
H 3.126 -5.015 0.446 -0.6 0.3 0.2
H 1.771 -5.830 1.333 0.4 0.2 -0.7
H 1.139 -3.978 2.203 0.1 -0.1 -0.3
C 4.256 3.984 -4.954 0.2 0.0 0.1
C 3.014 3.680 -4.133 -0.2 -0.1 -0.1
C 2.875 4.939 -3.297 0.1 0.1 0.2
O 3.406 6.016 -4.083 0.1 -0.2 -0.1
C 4.104 5.474 -5.209 -0.2 0.2 -0.1
H 4.331 3.400 -5.871 0.0 0.0 0.0
H 5.152 3.796 -4.355 0.0 0.0 0.0
H 2.150 3.572 -4.794 0.0 0.0 0.1
H 3.095 2.778 -3.530 0.0 0.1 0.0
H 3.462 4.872 -2.375 -0.1 -0.1 0.0
H 1.839 5.156 -3.033 0.0 0.1 0.0
H 3.500 5.664 -6.104 0.1 0.0 -0.1
H 5.063 5.982 -5.324 -0.1 0.1 0.1
C 0.901 4.433 4.304 0.1 0.2 -0.1
C -0.489 4.571 4.900 -0.1 -0.2 0.2
C -1.370 4.498 3.665 -0.2 0.2 -0.1
O -0.686 3.663 2.719 0.2 0.0 0.3
C 0.661 3.450 3.172 0.0 -0.2 0.0
H 1.652 4.087 5.013 0.0 0.0 0.0
H 1.229 5.395 3.901 0.0 0.0 0.0
H -0.696 3.723 5.559 0.0 0.0 0.0
H -0.634 5.488 5.471 0.0 0.0 0.0
H -1.502 5.485 3.211 0.0 0.0 0.1
H -2.355 4.079 3.876 0.0 0.0 -0.1
H 0.739 2.415 3.522 0.1 0.0 0.0
H 1.354 3.588 2.340 -0.1 0.0 -0.1
C -3.976 -5.989 0.854 0.0 0.0 -0.2
C -3.218 -7.305 0.928 0.0 -0.2 0.2
C -1.800 -6.868 0.602 0.1 0.1 -0.2
O -1.664 -5.522 1.079 -0.1 -0.2 0.0
C -2.961 -5.009 1.418 -0.2 0.1 0.2
H -4.915 -5.992 1.407 0.0 0.0 0.0
H -4.193 -5.744 -0.189 0.0 0.0 0.0
H -3.263 -7.702 1.946 0.0 0.0 0.0
H -3.594 -8.069 0.248 0.0 0.0 0.0
H -1.624 -6.864 -0.479 0.0 -0.1 0.0
H -1.046 -7.501 1.074 0.0 0.1 0.0
H -3.027 -4.954 2.510 -0.1 0.0 0.0
H -3.075 -4.006 1.014 0.1 -0.1 0.1
```
Positions in Å, forces in eV/Å.

Its charge is 0. As for the SMILES: N#C[C@H](CCC(N)=O)[C@](C#N)(COCOCCO)ON=O.C1CCOC1.C1CCOC1.C1CCOC1. Its HOMO-LUMO gap is 0.313 hartree. The calculation puts the HOMO energy at -9.10 eV.

Mulliken atomic charge list, values in e, 2 entries:
1 N -0.370
2 C -0.482